DFT (the ωB97M-V functional and the def2-TZVPD basis) results for one molecule with the formula C5H5FN4O3.

Results
HOMO ... -10.2 eV
Energy above the lowest of the compared OMol25 structures with the same formula, charge and spin ... 0.0819 eV
Frontier orbital gap ... 10.60 eV
SMILES ... COCn1c(=O)n(F)c(=O)n1C#N
Multiplicity ... 1

Structure (XYZ):
```
18
Properties=species:S:1:pos:R:3:forces:R:3:lowdin_charge:R:1
C 0.3725 -1.9479 -0.4444 -0.60 -0.96 -0.23 -0.280
C 2.1285 -0.5801 0.0037 1.78 1.82 1.90 -0.408
C 0.9634 1.4424 -0.1954 -0.06 -0.73 -2.03 -0.399
C -1.8564 0.0269 1.0404 -1.39 -1.84 3.58 -0.146
C -1.2579 0.4357 -1.1130 2.17 -1.51 1.40 -0.105
N -0.1108 -2.9723 -0.3205 -0.74 -1.34 0.20 0.226
N 0.9460 -0.7982 -0.6352 -0.04 0.85 -0.76 0.046
N 2.1094 0.8033 0.2658 -2.48 -2.17 -2.00 0.040
N 0.2312 0.3989 -0.8523 0.44 1.81 0.69 0.050
O 2.9733 -1.3334 0.3718 -0.09 -0.58 -0.28 0.173
O 0.7712 2.6075 -0.3161 -0.50 0.64 0.76 0.162
O -1.9242 0.9540 0.0143 0.37 -1.12 -1.30 -0.118
F 2.9584 1.3515 1.0558 1.95 1.28 1.49 0.154
H -0.8567 -0.3285 1.3769 -0.12 0.42 -0.81 0.085
H -2.4915 -0.9393 0.9456 0.89 1.53 -0.61 0.124
H -2.2486 0.4647 2.0067 0.23 0.02 -1.28 0.108
H -1.3236 -0.7158 -1.2823 -1.36 2.05 -0.24 0.153
H -1.3842 1.1306 -1.9219 -0.43 -0.18 -0.48 0.136
```
Positions in Å, forces in eV/Å.